A cluster of 2 separate species, C7H14N in total, computed with ωB97M-V/def2-TZVPD.

Each line ends with the Mulliken charge.
Atoms and positions in Å:
C1 -2.800 0.784 1.466  -1.41
C2 -1.483 0.504 0.716  -0.46
C3 -0.851 1.741 0.181  0.15
C4 0.261 2.313 0.621  -0.93
H1 -3.590 1.002 0.752  0.37
H2 -3.058 -0.074 2.081  0.37
H3 -2.654 1.646 2.116  0.36
H4 -1.728 -0.235 -0.061  0.34
H5 -0.811 0.007 1.431  0.37
H6 -1.425 2.273 -0.575  0.29
H7 0.486 3.326 0.322  0.30
H8 0.987 1.817 1.254  0.36
C5 1.914 -1.195 -1.244  0.19
C6 2.249 0.064 -1.461  -0.75
C7 0.464 -2.742 -0.152  -0.03
N1 0.779 -1.549 -0.459  0.22
H9 2.527 -2.037 -1.529  0.28
H10 1.671 0.899 -1.087  0.22
H11 3.135 0.219 -2.054  0.28
H12 -0.411 -2.932 0.458  0.28
H13 1.095 -3.571 -0.448  0.24
H14 0.192 -0.801 -0.072  -0.02

Properties
HOMO in eV: -13.230
Total charge: +1
2S+1: 1

***

An isolated molecule of C23H30FNO4, computed with ωB97M-V/def2-TZVPD.

Each line ends with the Mulliken charge.
Atoms and positions in Å:
C1 -1.988 -4.565 -2.662  -1.01
O1 -0.779 -4.073 -2.141  -0.40
C2 -0.540 -2.723 -2.194  1.22
C3 -1.397 -1.822 -2.809  -0.74
C4 -1.095 -0.475 -2.855  -1.00
C5 0.084 0.017 -2.320  0.88
C6 0.364 1.502 -2.315  -1.99
N1 -0.151 2.206 -1.146  0.36
C7 -1.596 2.146 -1.030  -0.54
C8 -2.064 3.079 0.083  -0.95
C9 -1.401 2.690 1.401  -1.42
C10 0.127 2.658 1.265  2.63
C11 0.704 4.064 0.996  -1.53
O2 0.369 5.023 1.970  -0.59
C12 0.778 2.121 2.562  -2.05
C13 0.436 0.694 2.871  0.14
C14 -0.656 0.371 3.669  -0.15
C15 -0.999 -0.948 3.914  -0.77
C16 -0.230 -1.948 3.351  0.40
F1 -0.566 -3.242 3.572  -0.36
C17 0.876 -1.664 2.573  -0.40
C18 1.202 -0.341 2.340  -0.15
C19 0.479 1.753 0.081  -2.15
C20 0.963 -0.883 -1.712  0.47
O3 2.136 -0.393 -1.177  -0.19
C21 3.333 -0.911 -1.725  -0.94
C22 0.646 -2.247 -1.607  0.19
O4 1.564 -3.020 -0.945  -0.48
C23 1.152 -4.193 -0.276  -0.95
H1 -2.064 -4.389 -3.740  0.36
H2 -2.855 -4.126 -2.158  0.39
H3 -1.968 -5.637 -2.475  0.26
H4 -2.312 -2.166 -3.263  0.42
H5 -1.783 0.202 -3.340  0.42
H6 -0.089 1.962 -3.198  0.65
H7 1.442 1.675 -2.340  0.47
H8 -1.947 1.121 -0.811  0.32
H9 -2.030 2.461 -1.983  0.39
H10 -3.150 3.010 0.179  0.50
H11 -1.816 4.107 -0.185  0.39
H12 -1.704 3.371 2.200  0.45
H13 -1.740 1.688 1.677  0.46
H14 0.396 4.392 -0.004  0.46
H15 1.795 4.011 1.009  0.47
H16 -0.582 5.174 1.934  0.40
H17 0.469 2.770 3.384  0.59
H18 1.861 2.209 2.453  0.49
H19 -1.245 1.160 4.113  0.45
H20 -1.848 -1.203 4.529  0.45
H21 1.466 -2.464 2.158  0.48
H22 2.060 -0.112 1.728  0.24
H23 0.173 0.722 0.319  0.46
H24 1.559 1.756 -0.075  0.71
H25 3.436 -1.981 -1.541  0.26
H26 4.140 -0.373 -1.229  0.27
H27 3.380 -0.723 -2.804  0.31
H28 0.986 -5.019 -0.970  0.30
H29 0.245 -4.024 0.309  0.35
H30 1.976 -4.444 0.393  0.31

Properties
SMILES string: COc1ccc(CN2CCC[C@@](CO)(Cc3ccc(F)cc3)C2)c(OC)c1OC
HOMO in eV: -8.226
2S+1: 1

***

A structure of composition C6H14NO2 in a non-equilibrium geometry, computed with ωB97M-V/def2-TZVPD.

Each line ends with the Mulliken charge.
Atoms and positions in Å:
C1 0.043 0.006 -1.923  -1.04
C2 1.547 0.404 -0.202  -1.23
C3 -0.866 0.256 -0.141  0.32
C4 0.401 0.019 0.710  1.31
C5 -1.929 -0.853 -0.089  -1.16
C6 0.228 0.771 2.036  -1.65
N1 1.350 -0.371 -1.410  -0.01
O1 -1.191 1.586 -0.086  -0.44
O2 0.597 -1.397 0.928  -0.63
H1 -0.638 -0.792 -2.368  0.35
H2 -0.033 0.999 -2.118  0.56
H3 1.596 1.427 -0.370  0.44
H4 2.528 0.047 0.057  0.40
H5 -1.732 -1.731 0.630  0.28
H6 -1.984 -1.285 -1.014  0.31
H7 -2.917 -0.397 0.197  0.41
H8 0.595 1.776 1.905  0.40
H9 0.763 0.372 2.826  0.53
H10 -0.785 0.870 2.407  0.31
H11 1.344 -1.373 -1.161  0.42
H12 2.055 -0.237 -2.050  0.29
H13 -2.064 1.586 -0.483  0.45
H14 1.091 -1.684 1.720  0.39

Properties
HOMO in eV: -13.242
Total charge: +1
2S+1: 1

***

A structure of composition C50H41BrN6PRh, computed with ωB97M-V/def2-TZVPD.

Each line ends with the Mulliken charge.
Atoms and positions in Å:
Rh1 -0.119 -0.415 -0.536  0.39
Br1 3.535 0.769 5.903  -0.13
C1 2.349 0.242 4.540  -0.13
C2 1.803 1.205 3.700  -0.62
C3 0.933 0.821 2.697  0.09
C4 0.596 -0.517 2.548  -0.64
C5 1.148 -1.479 3.382  -0.19
C6 2.032 -1.098 4.382  -0.71
N1 -0.316 -0.871 1.507  0.31
C7 -1.318 -1.606 1.794  -0.43
C8 -2.263 -1.929 0.729  0.38
C9 -3.375 -2.715 0.964  -0.85
C10 -4.271 -2.945 -0.072  -0.53
C11 -4.014 -2.359 -1.296  -1.14
C12 -2.872 -1.584 -1.455  -0.16
N2 -1.993 -1.370 -0.476  0.02
H1 2.063 2.246 3.835  0.55
H2 0.501 1.555 2.028  0.34
H3 0.915 -2.526 3.237  0.57
H4 2.476 -1.840 5.029  0.46
H5 -1.506 -1.956 2.807  0.54
H6 -3.532 -3.139 1.947  0.53
H7 -5.147 -3.561 0.081  0.48
H8 -4.679 -2.493 -2.138  0.54
H9 -2.655 -1.129 -2.410  0.56
C13 1.826 -0.786 -3.244  -2.14
P1 0.219 -0.066 -2.743  2.20
C14 -0.917 -0.806 -3.963  0.31
C15 -1.871 -0.065 -4.656  0.04
C16 -2.786 -0.699 -5.489  -0.80
C17 -2.750 -2.077 -5.638  -0.60
C18 -1.798 -2.823 -4.955  -0.81
C19 -0.892 -2.193 -4.117  -0.47
C20 0.318 1.652 -3.432  0.92
C21 1.094 1.837 -4.582  -1.00
C22 1.070 3.009 -5.318  -1.00
C23 0.223 4.040 -4.947  -0.80
C24 -0.546 3.900 -3.807  -0.15
C25 -0.458 2.747 -3.034  -0.94
H10 1.907 -0.912 -4.322  0.65
H11 1.911 -1.766 -2.775  0.54
H12 2.644 -0.167 -2.876  0.45
H13 -1.899 1.015 -4.576  0.29
H14 -3.516 -0.113 -6.030  0.45
H15 -3.456 -2.570 -6.294  0.44
H16 -1.760 -3.898 -5.077  0.43
H17 -0.168 -2.791 -3.574  0.41
H18 1.718 1.029 -4.934  0.37
H19 1.686 3.099 -6.202  0.45
H20 0.155 4.942 -5.541  0.45
H21 -1.220 4.690 -3.501  0.56
H22 -2.193 2.147 -2.033  0.32
N3 -1.364 2.719 -1.903  0.51
C26 -1.373 3.418 -0.795  0.62
C27 -0.288 4.233 -0.239  1.50
C28 -0.347 4.458 1.148  -0.81
C29 0.640 5.174 1.801  -0.97
C30 1.704 5.696 1.083  -0.60
C31 1.788 5.476 -0.287  -0.94
C32 0.816 4.745 -0.944  0.23
C33 -2.627 3.296 -0.017  -0.86
C34 -3.164 2.043 0.255  0.38
C35 -4.375 1.947 0.925  -0.98
C36 -5.056 3.096 1.297  -0.62
C37 -4.523 4.348 1.014  -0.97
C38 -3.303 4.455 0.369  0.07
H23 -1.166 4.054 1.725  0.44
H24 0.568 5.334 2.868  0.51
H25 2.467 6.276 1.587  0.46
H26 2.612 5.889 -0.853  0.53
H27 0.922 4.604 -2.004  0.30
H28 -2.606 1.158 -0.029  0.42
H29 -4.786 0.973 1.156  0.53
H30 -6.004 3.021 1.812  0.43
H31 -5.058 5.243 1.300  0.45
H32 -2.886 5.430 0.153  0.55
N4 6.551 2.159 0.630  0.12
C39 7.838 1.969 1.090  0.78
C40 8.936 2.821 1.192  -1.07
C41 10.086 2.273 1.714  -0.43
C42 10.150 0.926 2.123  -0.52
C43 9.063 0.090 2.018  -0.78
C44 7.885 0.626 1.488  0.53
N5 6.664 0.023 1.267  -0.62
C45 5.906 0.956 0.761  -0.21
C46 4.514 0.720 0.388  0.99
C47 4.007 -0.577 0.479  -0.86
C48 2.696 -0.815 0.142  -1.22
N6 1.858 0.151 -0.276  0.94
C49 2.344 1.392 -0.374  -0.76
C50 3.648 1.717 -0.055  -0.68
H33 6.189 3.003 0.226  0.16
H34 8.895 3.856 0.880  0.39
H35 10.967 2.892 1.815  0.40
H36 11.079 0.548 2.527  0.41
H37 9.105 -0.945 2.328  0.45
H38 4.649 -1.377 0.818  0.60
H39 2.275 -1.810 0.206  0.51
H40 1.653 2.147 -0.720  0.43
H41 3.961 2.747 -0.150  0.49

Properties
HOMO in eV: -12.026
Total charge: +2
2S+1: 1

***

A cluster of 5 separate species, C15H30BrN3O18P2S5 in total in a non-equilibrium geometry, computed with ωB97M-V/def2-TZVPD.

Each line ends with the Mulliken charge.
Atoms and positions in Å:
C1 -1.371 -2.143 2.964  -0.86
C2 -1.578 -0.772 3.763  0.42
O1 -1.040 -0.699 4.925  -0.58
N1 -2.302 0.428 3.293  0.08
C3 -3.767 0.209 3.111  -0.96
P1 -1.522 1.254 1.933  0.60
N2 -2.024 0.044 0.732  -0.45
C4 -2.645 0.675 -0.240  0.22
S1 -3.709 1.092 -1.455  -0.21
N3 0.056 1.056 2.714  -0.50
C5 0.333 2.028 3.571  0.96
C6 -0.699 3.074 4.213  -1.04
C7 1.895 2.157 4.011  -1.06
P2 -0.463 2.299 0.276  0.37
O2 1.162 1.764 0.369  -0.40
Br1 -0.552 4.541 0.618  -0.33
H1 -2.329 -2.523 2.431  0.23
H2 -0.923 -2.961 3.651  0.34
H3 -0.572 -1.950 2.144  0.20
H4 -4.275 1.240 3.045  0.29
H5 -4.157 -0.259 4.101  0.33
H6 -4.062 -0.517 2.277  0.28
H7 -2.374 2.429 2.077  0.16
H8 -1.137 3.767 3.404  0.20
H9 -1.597 2.527 4.685  0.27
H10 -0.168 3.639 5.057  0.36
H11 2.016 2.217 5.150  0.41
H12 2.450 1.211 3.648  0.11
H13 2.347 3.091 3.518  0.28
H14 1.429 1.585 -0.579  0.40
O3 -2.389 -5.203 -3.957  -0.56
S2 -3.702 -4.707 -3.660  1.00
O4 -4.874 -5.531 -3.709  -0.55
O5 -3.960 -3.383 -4.566  -0.18
C8 -4.238 -2.271 -3.710  -0.24
C9 -3.506 -2.567 -2.409  -0.34
O6 -3.652 -3.973 -2.211  -0.33
H15 -5.320 -2.226 -3.551  0.24
H16 -3.901 -1.343 -4.170  0.37
H17 -3.918 -2.015 -1.564  0.23
H18 -2.437 -2.348 -2.499  0.26
O7 -2.907 -0.965 -6.170  -0.58
S3 -3.658 -1.867 -6.996  1.28
O8 -4.251 -3.070 -6.493  -0.48
O9 -2.754 -2.235 -8.294  -0.33
C10 -3.451 -1.862 -9.483  -0.36
C11 -4.337 -0.692 -9.081  -0.35
O10 -4.803 -1.013 -7.771  -0.32
H19 -4.049 -2.717 -9.809  0.29
H20 -2.744 -1.593 -10.270  0.31
H21 -5.176 -0.551 -9.764  0.31
H22 -3.761 0.236 -9.017  0.30
O11 4.423 1.382 0.324  -0.50
S4 4.143 1.347 -1.080  1.17
O12 2.845 1.033 -1.607  -0.67
O13 5.237 0.383 -1.792  -0.30
C12 5.949 1.121 -2.785  -0.36
C13 5.931 2.565 -2.305  -0.32
O14 4.636 2.748 -1.733  -0.31
H23 5.417 1.015 -3.735  0.29
H24 6.963 0.735 -2.893  0.31
H25 6.098 3.275 -3.115  0.31
H26 6.674 2.729 -1.519  0.30
O15 5.549 2.603 7.452  -0.53
S5 6.134 1.346 7.090  1.08
O16 7.534 1.072 7.225  -0.54
O17 5.681 0.995 5.571  -0.25
C14 4.987 -0.253 5.556  -0.28
C15 4.345 -0.375 6.929  -0.29
O18 5.306 0.164 7.837  -0.32
H27 5.720 -1.047 5.391  0.30
H28 4.249 -0.268 4.753  0.27
H29 4.108 -1.407 7.187  0.31
H30 3.438 0.233 6.996  0.26

Properties
SMILES string: CC(=O)N(C)[PH](N=C=S)(N=C(C)C)P(O)Br.O=S1(=O)OCCO1.O=S1(=O)OCCO1.O=S1(=O)OCCO1.O=S1(=O)OCCO1
HOMO in eV: -8.047
2S+1: 1